Density functional theory data (ωB97M-V with the def2-TZVPD basis set) for one molecule with the formula C20H26O3 at a distorted geometry.

Results
* total charge: 0
* F_max: 6.97 eV/A
* orbital gap: 7.4 eV
* LUMO level: -1.37 eV
* E_HOMO: -8.74 eV
* SMILES: CC(C)C1=C(O)C(=O)C2=C(C=C[C@H]3C(C)(C)CCC[C@]23C)C1=O
* relative energy (zero: lowest compared OMol25 entry of this formula, charge and spin): 63.8 kcal per mole
* molar mass: 314.4 u

Last column: natural (NBO) charge in e.
CARTESIAN COORDINATES (ANGSTROEM)
C (3.481, 2.046, 4.180)  -0.5804
C (2.336, 0.963, 4.296)  -0.2414
C (1.297, 0.992, 5.507)  -0.6144
C (1.556, 0.766, 2.948)  -0.0719
C (0.651, 1.727, 2.511)  0.2129
O (0.559, 2.966, 3.230)  -0.6746
C (-0.206, 1.487, 1.438)  0.4361
O (-0.958, 2.409, 1.254)  -0.5467
C (-0.399, 0.124, 0.866)  0.0448
C (0.529, -0.880, 1.166)  -0.1050
C (0.485, -2.295, 0.622)  -0.2547
C (-0.395, -2.569, -0.361)  -0.1129
C (-1.212, -1.452, -1.013)  -0.2806
C (-2.308, -1.930, -2.031)  -0.0012
C (-1.678, -2.394, -3.437)  -0.6268
C (-3.251, -3.064, -1.527)  -0.6361
C (-3.276, -0.741, -2.418)  -0.3959
C (-2.569, 0.582, -2.456)  -0.4137
C (-1.970, 0.934, -1.124)  -0.3932
C (-1.560, -0.201, -0.086)  -0.0626
C (-2.766, -0.497, 0.854)  -0.6256
C (1.531, -0.568, 2.221)  0.5712
O (2.054, -1.484, 2.814)  -0.5137
H (3.951, 2.250, 5.100)  0.2110
H (4.226, 1.583, 3.401)  0.2032
H (3.047, 2.846, 3.771)  0.2065
H (2.853, -0.002, 4.499)  0.2222
H (0.428, 0.272, 5.291)  0.2125
H (1.883, 0.648, 6.368)  0.2164
H (0.865, 2.037, 5.488)  0.2257
H (-0.177, 3.363, 2.764)  0.4975
H (1.245, -3.075, 0.904)  0.2482
H (-0.507, -3.591, -0.720)  0.2168
H (-0.420, -1.157, -1.679)  0.2302
H (-2.419, -3.009, -4.001)  0.2181
H (-1.288, -1.607, -4.136)  0.2170
H (-0.688, -3.020, -3.273)  0.2065
H (-2.995, -4.048, -1.962)  0.2166
H (-4.334, -2.789, -1.663)  0.2189
H (-3.228, -3.080, -0.426)  0.2164
H (-3.756, -1.002, -3.426)  0.2081
H (-4.074, -0.564, -1.812)  0.1935
H (-1.806, 0.498, -3.266)  0.1886
H (-3.157, 1.427, -2.782)  0.2225
H (-1.089, 1.573, -1.470)  0.2188
H (-2.616, 1.585, -0.521)  0.2223
H (-2.539, -1.284, 1.521)  0.2141
H (-3.591, -0.757, 0.192)  0.2104
H (-3.068, 0.307, 1.524)  0.2242


Density functional theory data (ωB97M-V with the def2-TZVPD basis set) for C20H27AlCl5F3N2O14S as an isolated structure at a distorted geometry.

Results
* total charge: -2
* F_max: 2.04 eV/A
* orbital gap: 2.5 eV
* LUMO level: -0.97 eV
* E_HOMO: -3.44 eV
* molar mass: 812.7 u

Last column: Löwdin charge in e.
CARTESIAN COORDINATES (ANGSTROEM)
O (6.005, -0.334, 3.703)  0.1592
C (6.263, -0.529, 2.566)  -0.3784
O (6.954, 0.293, 1.763)  -0.0377
C (6.116, 1.124, 0.994)  -0.1584
C (5.184, 0.306, 0.079)  -0.1149
C (3.728, 0.633, 0.310)  -0.3366
C (3.172, 0.319, 1.696)  -0.0790
C (1.688, 0.398, 1.519)  -0.2857
C (0.924, -0.617, 1.095)  0.0082
N (-0.342, -0.050, 1.011)  0.2073
C (-0.293, 1.213, 1.375)  -0.4254
F (-1.282, 2.003, 1.338)  0.1759
N (0.948, 1.549, 1.709)  0.0978
H (5.909, -1.491, 2.076)  0.1215
H (5.551, 1.814, 1.622)  0.1314
H (6.765, 1.755, 0.404)  0.1285
H (5.332, -0.766, 0.159)  0.1317
H (5.435, 0.565, -0.949)  0.1187
H (3.464, 1.692, 0.120)  0.0567
H (3.139, -0.035, -0.397)  -0.0181
H (3.438, 1.055, 2.452)  0.1447
H (3.455, -0.659, 2.057)  0.0958
H (1.207, -1.618, 0.845)  0.1049
H (-1.162, -0.537, 0.684)  0.1734
H (1.342, 2.496, 2.064)  -0.0212
O (-6.023, -0.998, -1.379)  0.0617
C (-5.460, -0.330, -0.544)  -0.5040
O (-4.204, 0.090, -0.663)  0.0022
C (-3.797, 0.764, 0.555)  -0.1989
C (-5.092, 1.191, 1.223)  -0.1465
C (-6.053, 0.100, 0.781)  -0.1175
H (-3.237, 0.030, 1.163)  0.1107
H (-3.168, 1.603, 0.329)  0.0616
H (-5.013, 1.293, 2.305)  0.1123
H (-5.403, 2.153, 0.815)  0.1217
H (-6.039, -0.752, 1.463)  0.1023
H (-7.067, 0.468, 0.656)  0.0604
F (-3.388, 2.094, -1.432)  -0.5479
O (7.001, -2.880, 1.478)  -0.1968
H (7.833, -2.812, 1.972)  -0.0336
C (-9.620, -1.907, 0.113)  -2.0454
Cl (-8.298, -2.637, 1.023)  0.5550
Cl (-11.160, -2.606, 0.652)  0.4915
Cl (-9.646, -0.163, 0.391)  0.5473
Cl (-9.397, -2.224, -1.603)  0.5442
Al (2.129, 1.060, -1.368)  1.0868
F (8.290, 1.815, 2.802)  -0.5428
C (3.270, -3.758, 3.301)  -0.1352
O (3.405, -2.346, 3.159)  -0.1474
H (2.322, -4.044, 2.856)  0.0781
H (4.080, -4.251, 2.767)  0.0661
H (3.284, -4.052, 4.357)  0.0730
H (4.249, -2.078, 3.541)  0.0552
C (-1.068, 2.959, -3.983)  0.0638
C (-2.018, 3.623, -4.650)  -0.2300
C (-3.330, 2.989, -5.029)  -0.3204
O (-4.135, 3.695, -5.632)  0.0658
C (-3.546, 1.621, -4.681)  0.0598
C (-2.602, 0.943, -4.000)  -0.2456
C (-1.299, 1.585, -3.595)  -0.3105
O (-0.471, 0.914, -2.980)  -0.0517
O (-2.738, -0.323, -3.677)  0.1359
O (-1.882, 4.888, -5.036)  0.0992
H (-0.124, 3.411, -3.712)  0.1259
H (-4.480, 1.167, -4.974)  0.1351
H (-1.930, -0.572, -3.197)  0.1196
H (-2.721, 5.102, -5.490)  0.1109
Cl (0.235, 3.632, 3.116)  -0.2602
O (2.219, -3.108, -0.187)  -0.4018
S (3.061, -4.205, -0.701)  0.2279
O (4.066, -3.653, -1.637)  -0.2821
O (2.237, -5.209, -1.380)  -0.3086
O (3.789, -4.858, 0.413)  -0.2470


Density functional theory data (ωB97M-V with the def2-TZVPD basis set) for C20H27BrFNO2S7SbTc as an isolated structure at a distorted geometry.

Results
* total charge: +2
* F_max: 1.06 eV/A
* orbital gap: 6.2 eV
* LUMO level: -7.63 eV
* E_HOMO: -13.88 eV
* relative energy (zero: lowest compared OMol25 entry of this formula, charge and spin): 9.7 kcal per mole
* molar mass: 856.6 u

Last column: natural (NBO) charge in e.
CARTESIAN COORDINATES (ANGSTROEM)
Tc (-0.194, 0.829, -0.386)  0.2300
C (1.948, 5.768, 1.167)  -0.6408
C (2.331, 4.476, 0.506)  -0.0248
C (3.595, 4.255, -0.034)  -0.1021
C (3.891, 3.037, -0.613)  -0.2450
C (2.911, 2.059, -0.642)  0.1579
Br (3.344, 0.434, -1.496)  0.1222
N (1.691, 2.229, -0.138)  -0.5222
C (1.433, 3.429, 0.422)  0.0583
H (2.674, 6.548, 0.947)  0.2448
H (1.908, 5.649, 2.251)  0.2406
H (0.971, 6.112, 0.828)  0.2298
H (4.344, 5.036, -0.008)  0.2456
H (4.859, 2.839, -1.048)  0.2600
H (0.436, 3.560, 0.822)  0.1815
S (-2.180, 0.668, 3.072)  -0.2026
Sb (-2.335, 2.913, 2.376)  1.0644
S (-1.700, 2.271, -0.991)  0.3759
S (-0.511, 1.327, 1.903)  -0.0536
S (-3.343, 2.865, 0.110)  -0.2617
C (-2.198, 1.521, -5.686)  -0.2802
O (-1.076, 1.105, -4.862)  -0.4372
C (-1.086, 1.219, -3.570)  0.0950
S (-2.555, 1.821, -2.847)  0.2879
S (0.338, 0.827, -2.774)  0.1604
H (-1.824, 1.490, -6.703)  0.2468
H (-2.500, 2.534, -5.427)  0.2116
H (-3.013, 0.810, -5.557)  0.2150
F (-4.504, -3.525, -1.615)  -0.3065
C (-3.597, -2.587, -1.345)  0.4803
C (-3.870, -1.641, -0.376)  -0.3019
C (-2.912, -0.674, -0.105)  -0.2366
C (-1.682, -0.622, -0.771)  -0.1830
C (-1.472, -1.591, -1.766)  -0.2635
C (-2.407, -2.576, -2.050)  -0.3088
H (-4.816, -1.667, 0.148)  0.2456
H (-3.153, 0.056, 0.653)  0.2110
H (-0.556, -1.605, -2.342)  0.2218
H (-2.229, -3.324, -2.812)  0.2471
C (2.543, -1.519, 3.104)  -0.6170
C (2.731, -2.799, 2.297)  -0.4163
C (2.710, -2.598, 0.789)  -0.5720
S (1.168, -2.173, -0.046)  1.2414
O (0.866, -0.726, 0.461)  -0.9074
C (-0.043, -3.245, 0.770)  -0.5849
C (-0.655, -2.712, 2.058)  -0.4141
C (-1.945, -3.458, 2.385)  -0.6059
H (2.516, -1.743, 4.170)  0.2340
H (1.620, -1.003, 2.840)  0.2028
H (3.372, -0.830, 2.932)  0.2161
H (2.010, -3.564, 2.590)  0.2115
H (3.711, -3.227, 2.520)  0.2420
H (3.021, -3.500, 0.253)  0.2569
H (3.382, -1.793, 0.486)  0.2551
H (0.487, -4.192, 0.905)  0.2535
H (-0.815, -3.401, 0.017)  0.2576
H (-0.863, -1.649, 1.924)  0.2037
H (0.047, -2.801, 2.886)  0.2194
H (-2.677, -3.337, 1.586)  0.2115
H (-2.383, -3.081, 3.308)  0.2267
H (-1.763, -4.525, 2.519)  0.2224


Density functional theory data (ωB97M-V with the def2-TZVPD basis set) for C20H27BrNO2PSr as an isolated structure at a distorted geometry.

Results
* total charge: 0
* F_max: 3.19 eV/A
* orbital gap (alpha / beta): 6.6 / 5.3 eV
* LUMO level (alpha / beta): -0.59 / -0.17 eV
* E_HOMO (alpha / beta): -7.24 / -5.46 eV
* relative energy (zero: lowest compared OMol25 entry of this formula, charge and spin): 148.4 kcal per mole
* molar mass: 511.9 u

Last column: natural (NBO) charge in e.
CARTESIAN COORDINATES (ANGSTROEM)
C (0.939, 4.485, -1.580)  -0.2435
C (1.360, 4.053, -0.336)  -0.2413
C (1.131, 2.716, 0.073)  0.0317
C (0.492, 1.871, -0.807)  -0.5520
C (-0.012, 2.309, -2.012)  -0.1031
C (0.248, 3.621, -2.442)  -0.2268
C (1.590, 2.293, 1.457)  -0.4708
C (0.540, 1.726, 2.455)  -0.2271
N (-0.637, 1.030, 1.892)  -0.5346
Sr (0.196, -0.576, 0.160)  1.6308
C (-0.874, 1.376, -2.861)  -0.7046
P (-2.009, 0.273, -1.909)  1.0464
H (1.843, 4.737, 0.360)  0.1974
H (-0.128, 3.988, -3.405)  0.1969
H (1.119, 5.520, -1.880)  0.2076
H (-0.281, 0.696, -3.497)  0.2349
H (-1.558, 1.962, -3.498)  0.2319
H (2.408, 1.552, 1.386)  0.2389
H (2.030, 3.164, 1.949)  0.2128
H (1.064, 1.038, 3.142)  0.2357
C (-2.655, -0.751, -3.256)  -0.9602
C (-3.338, 1.448, -1.575)  -0.9650
H (0.139, 2.569, 3.045)  0.1735
C (-1.716, 1.984, 1.609)  -0.4214
C (-1.071, -0.049, 2.790)  -0.4616
H (0.970, -2.609, -1.531)  0.1929
H (-2.025, 2.430, 2.567)  0.1764
H (-1.342, 2.776, 0.940)  0.2377
H (-2.573, 1.476, 1.154)  0.1883
H (-1.517, 0.397, 3.691)  0.1973
H (-1.835, -0.687, 2.319)  0.1873
H (-0.209, -0.678, 3.102)  0.2448
H (-3.779, 1.695, -2.550)  0.2350
H (-4.101, 1.002, -0.921)  0.2426
H (-2.992, 2.390, -1.109)  0.2713
H (-3.244, -0.103, -3.891)  0.2385
H (-1.783, -1.174, -3.749)  0.2500
H (-3.250, -1.530, -2.769)  0.2466
H (-1.626, -0.866, -1.107)  -0.2524
Br (2.253, -1.826, -1.773)  -0.0989
C (1.929, -3.510, 0.006)  -0.0453
C (1.683, -4.705, -0.618)  -0.2595
C (1.632, -5.871, 0.139)  -0.2257
C (1.792, -5.769, 1.521)  -0.2290
C (2.053, -4.543, 2.117)  -0.1565
C (2.210, -3.344, 1.330)  -0.2368
C (2.595, -2.058, 2.013)  0.7614
O (3.579, -2.174, 2.763)  -0.6500
O (1.899, -0.993, 1.799)  -0.9099
H (1.536, -4.786, -1.700)  0.2023
H (1.489, -6.846, -0.353)  0.2163
H (1.713, -6.661, 2.137)  0.2177
H (2.119, -4.473, 3.210)  0.2311